(1)
DFT (wB97M-V/def2-TZVPD) results for C12H17NS as an isolated structure in a non-equilibrium geometry.

Calculated values
ΔE to the lowest compared entry with this formula, charge and spin in kcal/mol: 99.8
E_LUMO in eV: 0.86
Calculated total energy in eV: -25041.50519

Each line ends with the Mulliken charge.
Geometry (Å):
C1 3.4515 0.7062 0.1935  0.6428
C2 0.7318 -1.4647 1.1491  -0.9657
C3 0.1904 0.9045 -1.2899  -1.3574
C4 -0.2199 -1.6567 0.0109  -0.6271
C5 -1.0483 0.7120 -0.4492  0.3953
C6 -1.3730 -0.7755 -0.3323  0.3549
C7 2.3570 -1.2799 -1.0455  -0.3550
C8 1.1876 -1.0337 -0.2018  1.1603
C9 1.3333 0.3129 -0.6451  -0.0726
C10 4.2401 1.3047 1.2740  -1.2078
C11 -2.3011 1.4999 -1.0393  -1.5138
C12 -2.5848 -1.0731 0.6039  -1.4393
N1 2.2960 1.1273 -0.0872  -0.5621
S1 3.9413 -0.8872 -0.5419  -0.2581
H1 0.6097 -0.6315 1.8282  0.2463
H2 1.3538 -2.2408 1.5719  0.2887
H3 0.0203 0.5289 -2.2275  0.3488
H4 0.3829 1.9383 -1.2171  0.4903
H5 -0.4695 -2.7869 -0.2544  0.2877
H6 -0.8779 1.1169 0.5848  0.2719
H7 -1.5924 -1.0929 -1.3487  0.2625
H8 2.1695 -1.7985 -2.0041  0.3645
H9 4.1512 0.4451 1.9485  0.3009
H10 3.8555 2.1725 1.7334  0.3553
H11 5.2381 1.4275 1.0497  0.3509
H12 -2.7948 1.1182 -1.9533  0.2786
H13 -1.8038 2.5238 -1.2465  0.3645
H14 -2.9629 1.3965 -0.2000  0.4603
H15 -3.4400 -0.5650 0.0796  0.4082
H16 -2.4075 -0.7324 1.5886  0.3407
H17 -2.5813 -2.2154 0.6473  0.3853

Cartesian forces, eV/Å:
-0.4060 -0.4030 -1.0607
0.8354 0.9424 0.6061
-0.6196 1.2891 1.9028
1.4142 -2.3565 -0.7556
-1.3049 -0.4592 0.0922
-0.4944 0.1837 0.8372
-1.6950 -0.2529 -1.2640
-0.5729 -1.9771 1.2459
2.4429 -0.3576 -0.1533
-0.7740 -2.0925 0.5765
2.7788 0.5197 0.2248
0.5645 -1.2810 -2.7568
-1.4609 -0.0250 0.1021
-0.0753 0.6324 0.5792
-0.3210 0.0072 0.2373
-0.5321 -0.5658 0.0212
-0.3549 -0.5734 -2.6381
0.1953 1.5158 -0.9995
1.0052 2.4160 0.3485
-0.0545 -0.1221 -0.8048
-0.5781 -0.0557 -0.2585
0.5294 0.5394 0.5293
0.4888 0.4985 0.7854
-0.7912 0.8891 0.1756
2.3170 0.2275 -0.5587
0.6382 -0.0792 0.4073
-1.7240 -1.1977 0.4704
-0.8438 1.0803 0.0351
0.2578 -1.0969 1.1140
0.0555 0.6587 1.0253
-0.9202 1.4955 -0.0663

---

(2)
DFT (wB97M-V/def2-TZVPD) results for C24H54AsBNO12 as an isolated structure in a non-equilibrium geometry.

Calculated values
Total charge: -1
E_LUMO in eV: 2.15
Calculated total energy in eV: -113332.80248

Each line ends with the Mulliken charge.
Geometry (Å):
C1 2.4856 -1.1552 -3.2825  -0.6145
C2 2.8202 -1.8447 -1.8312  0.4578
N1 2.4551 -3.1929 -1.7176  -0.8801
C3 3.5789 -1.1511 -0.5550  -0.4941
As1 2.3211 -0.3366 0.8381  1.3293
C4 0.6406 -0.9747 -0.1723  -0.7148
C5 -0.7038 -0.4803 0.6943  -0.0481
C6 -1.9284 -1.5052 0.1960  -0.4864
C7 -3.3676 -1.0990 0.8689  -0.2409
O1 -3.1988 -0.1940 2.0494  -0.5753
C8 2.3897 -2.0924 1.7941  -0.9724
C9 1.3406 -2.2703 3.0344  0.5612
C10 2.1699 -3.1338 4.2036  -1.1775
O2 0.1705 -3.1419 2.6836  -0.4761
O3 2.1181 1.2587 0.0389  -0.7565
C11 2.9947 1.7743 -0.9248  -0.7060
C12 4.5026 2.2877 -0.4709  0.7669
C13 5.3549 2.3776 -1.9148  -1.2998
C14 4.5474 3.8203 0.1122  0.4208
C15 5.8889 4.1437 1.0490  -1.1708
C16 3.2166 4.3320 0.9001  -0.9526
O4 3.7671 0.2158 1.9260  -0.8512
B1 3.2814 0.7598 3.2038  0.7170
O5 2.7737 2.1184 3.4648  -0.4721
O6 3.3648 -0.1498 4.3947  -0.6642
H1 3.4938 -0.9071 -3.8723  0.2988
H2 1.8732 -1.8635 -4.0190  0.2566
H3 1.9138 -0.1418 -3.1575  -0.1431
H4 2.7403 -3.5746 -0.7964  0.3393
H5 4.5049 -0.4860 -0.8200  0.1837
H6 4.0763 -2.0782 0.0191  0.5078
H7 1.3963 0.1880 2.0100  0.1965
H8 0.5223 -0.4228 -1.2125  -0.1786
H9 0.5540 -2.1376 -0.2313  0.5159
H10 -0.6007 -0.6651 1.8443  0.0904
H11 -0.9864 0.6444 0.4196  0.2392
H12 -1.9337 -1.6097 -0.9692  0.2460
H13 -1.6494 -2.5760 0.6443  0.0838
H14 -4.0114 -2.0036 1.2460  0.1421
H15 -3.9972 -0.5247 0.0492  0.2865
H16 -4.0293 0.4005 2.0136  0.2931
H17 3.5075 -2.2920 2.1241  0.2344
H18 2.1366 -2.9507 1.0214  0.0149
H19 1.0119 -1.2810 3.5687  0.1548
H20 2.0384 -4.2904 4.0959  0.3591
H21 3.2983 -2.8045 4.2418  0.2456
H22 1.6791 -2.8011 5.2262  0.3175
H23 -0.0035 -3.6909 3.5222  0.2950
H24 3.1583 1.1742 -1.9446  -0.2499
H25 2.4978 2.7915 -1.3265  0.2697
H26 5.1134 1.5113 0.1527  0.0854
H27 5.8403 1.3177 -2.0587  0.2983
H28 6.2695 3.1324 -1.7771  0.3724
H29 4.6489 2.7024 -2.7950  0.2729
H30 4.6736 4.5400 -0.8325  0.2960
H31 5.6125 4.0758 2.1967  0.2681
H32 6.2175 5.2793 0.8809  0.2777
H33 6.7455 3.3892 0.7875  0.3118
H34 2.6033 5.1483 0.2960  0.2105
H35 2.4863 3.5073 1.2822  0.0993
H36 3.6016 4.9012 1.8767  0.3122
H37 3.5935 2.7158 3.4049  0.2552
H38 3.9734 0.3592 5.0219  0.2259
C17 -6.2330 -0.4971 3.9549  -0.9701
C18 -6.5053 -1.9805 4.1348  -0.2165
O7 -7.9081 -2.2209 4.2983  -0.3416
C19 -8.6378 -2.2400 3.1558  0.7481
O8 -8.2060 -2.0803 2.0236  -0.5587
O9 -9.9370 -2.4429 3.4882  -0.3250
C20 -10.8301 -2.4112 2.3772  -0.6130
H39 -6.6793 0.0783 4.7722  0.3416
H40 -5.1580 -0.3012 3.9277  0.2747
H41 -6.6752 -0.1246 3.0256  0.2988
H42 -6.0138 -2.3321 5.0478  0.3090
H43 -6.0999 -2.5696 3.3036  0.2788
H44 -10.5079 -3.0980 1.5881  0.2885
H45 -10.9098 -1.3898 1.9923  0.2844
H46 -11.8168 -2.7282 2.7258  0.2189
C21 -1.5834 0.0057 -8.1698  -1.0916
C22 -0.4421 0.9720 -7.9042  -0.1539
O10 -0.8187 1.9405 -6.9179  -0.3781
C23 -0.7477 1.5247 -5.6294  0.7455
O11 -0.3898 0.4199 -5.2486  -0.5561
O12 -1.1668 2.5406 -4.8345  -0.3526
C24 -1.2122 2.2096 -3.4484  -0.3530
H47 -2.4982 0.5505 -8.4239  0.2928
H48 -1.3338 -0.6724 -8.9899  0.3557
H49 -1.8072 -0.5942 -7.2821  0.3070
H50 -0.2129 1.5245 -8.8213  0.2894
H51 0.4730 0.4453 -7.6084  0.2912
H52 -0.2558 1.8023 -3.1051  0.0320
H53 -2.0243 1.5001 -3.2613  0.2949
H54 -1.4160 3.1256 -2.8873  0.2742

Cartesian forces, eV/Å:
0.4860 0.0860 -0.2069
-0.4518 -4.3283 0.4889
1.5020 5.4335 -0.8441
1.9127 -1.5638 -1.2100
-2.0770 -2.8290 0.1025
-2.4956 0.6287 0.3126
-0.5268 -1.0788 -1.2839
0.5524 -0.5079 1.6631
-0.4733 0.3332 -0.9836
-2.2095 0.4320 -1.5745
-0.2694 -2.5582 0.5932
2.1171 -1.7252 1.2463
-0.4857 1.1880 0.7464
0.8430 0.2539 1.9106
1.2252 1.9578 -1.5080
0.7699 2.2138 -1.4218
0.8726 0.4203 -1.6443
0.5418 -0.3143 1.2602
0.1398 0.7327 -0.0753
-0.6278 0.2172 -0.0712
-0.0096 0.9631 0.9752
-0.5754 2.2698 3.5496
0.5116 -1.5354 -1.2092
3.1200 -0.9345 -0.3484
1.4854 2.7917 -0.9683
-1.9773 -0.4719 1.5083
1.2341 1.3727 2.0748
1.0247 -1.9858 -0.1660
-0.0335 0.6845 -0.5165
-1.8832 -1.0476 0.0777
-1.1198 2.0518 -1.3147
0.1470 0.4291 -0.2369
0.3386 -1.4642 1.8578
0.2424 2.2576 -0.2222
-0.0945 0.6832 -2.2648
0.6940 -2.4082 0.8822
-0.3318 0.3905 2.1931
-0.4255 2.3043 -1.0816
1.3489 1.4281 -0.9301
1.1055 -1.1026 1.6101
2.1531 -1.4473 0.1697
-2.3753 0.4659 -0.3147
0.3533 1.6507 1.6136
0.4560 -1.7284 -1.4303
0.3576 2.1254 -0.0873
-2.3499 -0.7936 -0.0812
1.0512 -0.8699 -1.7519
0.3812 1.3809 -1.9523
-0.4632 0.6319 2.3638
0.8999 -1.9594 0.7918
-1.5473 1.5727 -0.6866
-1.1001 1.9964 -0.2558
-2.0728 -1.4985 -0.4628
1.5053 -0.6511 1.6299
-0.3586 -1.6515 1.9030
0.6205 -0.1492 -2.3135
-0.5393 -2.5695 0.2577
-1.4807 1.6064 0.5621
1.2767 -1.8413 1.0996
1.4775 1.2928 -0.9727
-0.9301 -1.0833 -1.9866
-1.9532 -1.0557 -0.1988
-1.5876 -1.0520 -0.9236
-0.1639 0.2000 -0.1314
0.8024 0.3085 -0.1326
-0.9491 -0.3398 -0.8528
0.5821 0.3202 -0.3940
-0.7393 -0.3119 1.6336
0.8837 0.0185 -0.1129
-0.3342 -0.0199 -0.3512
0.1203 -0.1399 0.0152
-0.0842 -0.1146 0.0324
0.0963 -0.1484 0.0409
-0.3904 -0.0380 -0.0708
-0.2676 0.1584 0.0710
0.0601 0.2535 0.1141
0.1092 -0.2068 -0.0787
0.3030 0.0528 0.2145
-0.1977 -0.1108 0.2619
0.0442 -0.4788 -0.3602
0.2071 -0.0028 0.8320
0.0247 -0.6706 0.4093
-0.4949 1.7031 -0.6547
0.4054 -0.6701 -0.9849
0.0174 -0.1182 0.7175
0.1727 0.0013 -0.1002
0.0035 0.0824 0.0517
0.1672 0.0562 -0.1212
-0.0921 0.1968 0.3242
-0.2568 0.1108 0.1638
-0.2385 -0.0613 -0.1039
0.2574 -0.0196 -0.0075
0.0307 -0.0507 -0.3682

---

(3)
DFT (wB97M-V/def2-TZVPD) results for the molecule C4H7NO.

Calculated values
ΔE to the lowest compared entry with this formula, charge and spin in kcal/mol: 70.3
E_LUMO (spin up / spin down) in eV: 0.11 / 0.11
Calculated total energy in eV: -7796.59755

Each line ends with the Mulliken charge.
Geometry (Å):
C1 -0.7254 0.1627 1.5544  -0.8756
N1 -0.0676 -0.2350 0.3028  0.0885
C2 -0.5041 -1.2679 -0.3906  -0.4836
C3 0.9694 0.4883 -0.2081  -0.2570
C4 0.9259 0.7465 -1.6199  -0.1693
O1 1.8007 1.2296 -2.3194  -0.5602
H1 -1.6977 -0.3305 1.6253  0.2835
H2 -0.8474 1.2469 1.5744  0.3462
H3 -0.1072 -0.1542 2.3987  0.3089
H4 0.1991 -1.7595 -1.0485  0.3576
H5 -1.5286 -1.6073 -0.2951  0.2305
H6 1.6754 0.9580 0.4668  0.3966
H7 -0.0924 0.5225 -2.0407  0.3338

Cartesian forces, eV/Å:
-0.0412 0.0560 0.0876
-0.0410 -0.2079 -0.2074
-0.0110 0.0893 0.0481
0.0517 0.0869 -0.0408
0.1215 -0.0081 0.0230
-0.1858 -0.0768 0.2126
0.1742 0.0371 -0.0403
0.0315 -0.1741 -0.0289
-0.0679 0.0392 -0.1317
-0.2314 0.1614 -0.0557
0.1486 0.0137 0.1955
-0.1809 0.0295 -0.0733
0.2317 -0.0462 0.0112

---

(4)
DFT (wB97M-V/def2-TZVPD) results for C4H6O2 as an isolated structure.

Calculated values
ΔE to the lowest compared entry with this formula, charge and spin in kcal/mol: 126.6
E_LUMO in eV: 0.95
Calculated total energy in eV: -8334.96962

Each line ends with the Mulliken charge.
Geometry (Å):
O1 0.3733 -1.5174 -1.0879  -0.5531
C1 0.0858 -0.5572 -0.1406  0.6193
C2 -1.1527 -0.5495 0.6108  -0.8065
C3 -0.6144 0.7919 -0.3561  -0.0135
O2 0.4096 1.5145 0.2671  -0.3817
C4 1.2432 0.3281 0.3413  -0.4723
H1 -0.3791 -2.1261 -1.0751  0.3427
H2 -1.6862 0.6678 0.1987  0.1490
H3 -0.9997 -0.1769 1.6292  0.1921
H4 -0.9691 1.0690 -1.3456  0.4164
H5 1.6351 0.1548 1.3482  0.2336
H6 2.0542 0.4010 -0.3900  0.2740

Cartesian forces, eV/Å:
-0.2672 -0.0365 -0.0493
-0.1054 0.2956 0.1243
0.1983 -0.2891 0.3590
-0.0235 0.1139 -0.4405
0.0461 0.1472 -0.0011
0.2527 -0.1430 0.1630
0.1414 0.0217 -0.0552
-0.0007 -0.1450 -0.0559
-0.0885 0.0317 -0.0747
0.0429 0.0612 0.0736
-0.0650 -0.0057 -0.1503
-0.1311 -0.0519 0.1071

---

calculated total energy of number 1 (C12H17NS)? -25041.50519 eV

---

calculated total energy of number 2 (C24H54AsBNO12)? -113332.80248 eV

---

The lowest calculated total energy belongs to which entry? C24H54AsBNO12